(1)
{
  "formula": "C24H34FN3O5SiW",
  "method": "the ωB97M-V functional and the def2-TZVPD basis",
  "e_tot_ha": -1931.9148,
  "homo_lumo_gap_ev": [7.4, 8.2],
  "spin_multiplicity": 3,
  "relative_energy_ev": 0.9318,
  "symbols": ["W", "O", "C", "C", "N", "C", "C", "O", "O", "C", "C", "O", "O", "H", "H", "H", "H", "H", "H", "H", "H", "H", "C", "N", "C", "C", "C", "C", "C", "C", "C", "C", "H", "H", "H", "H", "H", "H", "H", "H", "H", "H", "H", "H", "C", "Si", "C", "C", "N", "C", "C", "C", "C", "C", "C", "F", "H", "H", "H", "H", "H", "H", "H", "H", "H", "H", "H", "H", "H"],
  "xyz": [[-0.34659, -0.08900, -0.08418], [0.50686, -1.12717, -2.84355], [0.87282, -0.00336, -3.61866], [1.46430, 1.01022, -2.67791], [0.51830, 1.46335, -1.63254], [-0.59184, 2.26084, -2.22275], [-1.97900, 1.82741, -1.79725], [-2.93120, 2.40781, -2.26744], [-2.03455, 0.82608, -0.97063], [1.24927, 2.33260, -0.67623], [0.35592, 2.70380, 0.50205], [0.54760, 3.73718, 1.09039], [-0.54899, 1.79189, 0.80724], [-0.14447, -1.66516, -3.30406], [0.00636, 0.40547, -4.14428], [1.62576, -0.26837, -4.36504], [1.80503, 1.87743, -3.25088], [2.32599, 0.56951, -2.17524], [-0.55762, 2.21085, -3.30809], [-0.47924, 3.30992, -1.95096], [1.59887, 3.25181, -1.14564], [2.11492, 1.79008, -0.30100], [-0.47415, -0.68630, 3.08832], [-1.23224, -0.87569, 1.83466], [-2.53661, -0.16547, 1.98718], [-1.44279, -2.33507, 1.63076], [-2.08633, -2.54214, 0.29627], [-3.01344, -3.55356, 0.07168], [-3.63619, -3.65442, -1.16213], [-3.36205, -2.70857, -2.14585], [-2.45114, -1.69455, -1.89974], [-1.75331, -1.61929, -0.69369], [-1.05637, -1.09899, 3.91601], [-0.30683, 0.37332, 3.25693], [0.47839, -1.20769, 3.02986], [-3.09482, -0.58478, 2.82844], [-3.12293, -0.26326, 1.08018], [-2.33674, 0.88736, 2.15707], [-2.03430, -2.74393, 2.45562], [-0.45100, -2.78790, 1.66020], [-3.25735, -4.25134, 0.86601], [-4.35971, -4.43911, -1.34461], [-3.87936, -2.74771, -3.09692], [-2.29530, -0.94189, -2.66357], [0.02301, -3.90775, -1.88084], [1.36768, -3.16558, -0.79754], [1.51008, -4.48110, 0.55378], [2.87081, -3.10134, -1.92414], [1.25225, -1.59764, 0.05814], [2.37038, -1.39835, 0.89274], [3.48670, -2.25324, 1.06595], [4.53140, -1.95222, 1.92990], [4.54922, -0.78569, 2.67887], [3.48272, 0.08905, 2.53865], [2.48034, -0.25303, 1.66928], [1.43203, 0.61721, 1.53722], [0.31192, -3.83836, -2.93440], [-0.03202, -4.97085, -1.62753], [-0.98139, -3.50649, -1.76049], [2.28455, -5.21461, 0.29985], [0.56376, -5.02452, 0.63088], [1.75084, -4.08147, 1.54099], [3.44489, -4.03357, -1.87930], [3.54720, -2.28176, -1.67218], [2.54476, -2.96273, -2.95836], [3.55640, -3.17773, 0.51790], [5.35056, -2.65569, 2.01061], [5.36431, -0.56079, 3.35322], [3.41456, 1.02452, 3.08018]]
}


(2)
{
  "formula": "C24H34FN6O5P",
  "method": "the ωB97M-V functional and the def2-TZVPD basis",
  "e_tot_ha": -2080.6160,
  "homo_lumo_gap_ev": 6.9,
  "spin_multiplicity": 1,
  "symbols": ["C", "O", "C", "C", "C", "C", "O", "C", "O", "C", "O", "N", "C", "O", "F", "P", "N", "H", "H", "H", "H", "H", "H", "H", "H", "H", "H", "H", "H", "H", "H", "C", "C", "C", "N", "C", "H", "H", "H", "H", "H", "C", "C", "C", "N", "C", "H", "H", "H", "H", "H", "C", "C", "C", "N", "C", "H", "H", "H", "H", "H", "C", "C", "C", "N", "C", "H", "H", "H", "H", "H"],
  "xyz": [[-0.91187, 3.79836, 3.97794], [-1.13512, 3.96887, 5.39863], [-2.49586, 4.45630, 5.65360], [-3.45418, 3.16622, 5.97597], [-4.82844, 3.10261, 5.24307], [-4.96668, 2.57990, 3.72616], [-4.51513, 1.28994, 3.36852], [-3.22433, 0.85729, 3.35046], [-2.73034, 0.31906, 4.39870], [-2.22583, 0.62457, 2.08423], [-2.41340, 1.05950, 0.92661], [-1.02740, -0.27742, 2.20710], [0.20083, 0.49213, 2.44469], [0.57890, 1.43962, 1.70918], [1.02469, 0.10671, 3.52236], [-4.61998, 4.01474, 2.47442], [-3.46299, 3.75006, 1.42647], [-0.29910, 2.84453, 3.75167], [-0.46594, 4.72642, 3.45767], [-1.93696, 3.63150, 3.49286], [-2.90004, 5.12699, 4.82503], [-2.37748, 5.09128, 6.61669], [-3.68763, 3.29351, 7.11011], [-2.74707, 2.27490, 5.94826], [-5.30954, 4.16173, 5.24811], [-5.57452, 2.45514, 5.85304], [-6.13297, 2.49193, 3.61705], [-0.90195, -0.80310, 1.31563], [-4.39413, 5.17427, 3.28406], [-5.82981, 4.30507, 1.71876], [-3.90276, 3.81296, 0.48796], [4.13822, 3.14683, -0.13675], [3.46811, 2.33182, 0.80944], [4.30692, 2.18128, 1.88641], [5.46086, 2.87168, 1.62341], [5.36415, 3.46768, 0.39426], [3.76460, 3.46473, -1.09918], [2.48276, 1.90407, 0.71366], [4.18344, 1.64306, 2.81425], [6.25591, 2.93213, 2.23858], [6.17410, 4.06560, 0.00413], [-1.93947, -2.12011, -1.63907], [-2.94474, -1.61698, -0.77629], [-3.86546, -2.61991, -0.59157], [-3.45526, -3.70814, -1.31497], [-2.27914, -3.41389, -1.95231], [-1.06364, -1.59447, -1.99107], [-2.98911, -0.63015, -0.33852], [-4.77496, -2.65260, -0.01058], [-3.94223, -4.58818, -1.36910], [-1.78776, -4.14793, -2.57309], [1.55408, -1.23901, -3.71673], [2.95428, -1.24013, -3.49899], [3.45330, -2.39519, -4.04914], [2.40476, -3.09457, -4.58744], [1.24408, -2.39380, -4.39369], [0.85100, -0.47720, -3.41308], [3.53310, -0.47935, -2.99589], [4.46098, -2.77985, -4.10312], [2.47643, -3.98415, -5.05342], [0.30039, -2.77711, -4.75193], [5.01611, -6.04850, -8.18431], [5.04346, -7.34397, -7.61039], [4.58333, -7.23100, -6.32145], [4.28338, -5.91385, -6.09405], [4.53947, -5.18681, -7.22726], [5.31130, -5.77689, -9.18713], [5.36386, -8.25826, -8.08800], [4.44496, -7.97145, -5.54805], [3.92929, -5.53913, -5.22916], [4.36214, -4.12185, -7.25341]]
}


(3)
{
  "formula": "C24H34IMnN6O5PS4",
  "method": "the ωB97M-V functional and the def2-TZVPD basis",
  "e_tot_ha": -5022.6838,
  "homo_lumo_gap_ev": [4.9, 4.9],
  "total_charge": -2,
  "spin_multiplicity": 2,
  "relative_energy_ev": 0.0000,
  "symbols": ["Mn", "N", "C", "C", "O", "N", "C", "C", "O", "O", "H", "H", "H", "H", "H", "H", "O", "C", "S", "C", "C", "S", "S", "S", "I", "C", "C", "C", "C", "C", "N", "H", "H", "H", "H", "O", "P", "N", "C", "C", "C", "C", "N", "C", "C", "C", "C", "N", "C", "C", "C", "C", "H", "H", "H", "H", "H", "H", "H", "H", "H", "H", "H", "H", "H", "H", "H", "H", "H", "H", "H", "H", "H", "H", "H", "H"],
  "xyz": [[-0.08150, 0.02821, 0.01052], [0.35347, -1.39172, 1.79127], [-1.00215, -1.87345, 2.11091], [-1.89197, -0.66536, 2.27283], [-2.59744, -0.54186, 3.30069], [-1.71506, 0.17751, 1.27118], [-2.15277, 1.53767, 1.45950], [-0.95484, 2.46715, 1.39449], [-1.12820, 3.69113, 1.53314], [0.16839, 1.89121, 1.14267], [0.95352, -2.15950, 1.51689], [0.76224, -0.90898, 2.57961], [-1.05965, -2.47976, 3.01076], [-1.32939, -2.46442, 1.25535], [-2.63573, 1.67048, 2.42512], [-2.86568, 1.85713, 0.69280], [1.28877, -5.63398, -5.17397], [1.10750, -4.61364, -4.51697], [1.00699, -2.99711, -5.18210], [0.74123, -2.07793, -3.68833], [0.70113, -2.82935, -2.55431], [0.53267, -2.40122, -0.84731], [0.90824, -4.57571, -2.77729], [0.62166, -0.35060, -3.92648], [-2.80330, -0.70626, -1.87954], [-2.06788, 1.21924, -2.05039], [-2.73246, 2.14667, -2.85168], [-2.23250, 3.42716, -2.90931], [-1.11268, 3.75177, -2.17394], [-0.51069, 2.76336, -1.41048], [-0.96745, 1.51481, -1.36264], [-3.60762, 1.84982, -3.40844], [-2.72901, 4.17630, -3.51883], [-0.71029, 4.75580, -2.16445], [0.34529, 2.96296, -0.77608], [1.98877, 0.41691, -0.27137], [3.37319, 0.88569, -0.43746], [4.06821, 1.55216, 0.92052], [3.24152, 2.65490, 1.50451], [3.91416, 2.88287, 2.84935], [4.31409, 1.46477, 3.31144], [4.24170, 0.58121, 2.04529], [4.33127, -0.40009, -0.81897], [3.72257, -1.48292, -1.67210], [4.63874, -1.57390, -2.91314], [5.58989, -0.36436, -2.81176], [5.69988, -0.15578, -1.30141], [3.50014, 2.11941, -1.51625], [2.69230, 2.08674, -2.76196], [2.90714, 3.48614, -3.32261], [4.37358, 3.75811, -2.96963], [4.50711, 3.18984, -1.55254], [2.19460, 2.35154, 1.61626], [3.26278, 3.53627, 0.86828], [3.25342, 3.39090, 3.55490], [4.80677, 3.49800, 2.71132], [3.62169, 1.09167, 4.06698], [5.31319, 1.45531, 3.74763], [3.38664, -0.09728, 2.10549], [5.13159, -0.02105, 1.88572], [2.69703, -1.23522, -1.93208], [3.69027, -2.42069, -1.12308], [4.04728, -1.57545, -3.82953], [5.21968, -2.49853, -2.88464], [5.12529, 0.52249, -3.25546], [6.55514, -0.52967, -3.29969], [6.05473, 0.83223, -1.00507], [6.38030, -0.89850, -0.86672], [1.66095, 1.83494, -2.54739], [3.05087, 1.32822, -3.46258], [2.25611, 4.20165, -2.80859], [2.70377, 3.53274, -4.39283], [4.65306, 4.81213, -3.01168], [5.01745, 3.20255, -3.65688], [4.28197, 3.96390, -0.81384], [5.51455, 2.83021, -1.34447]]
}